{
  "formula": "C32H60F15N3O15S5Zn",
  "method": "ωB97M-V/def2-TZVPD",
  "elements": ["Zn", "C", "C", "C", "N", "C", "C", "C", "C", "C", "C", "H", "H", "H", "H", "H", "H", "H", "H", "H", "H", "H", "H", "H", "H", "H", "H", "H", "H", "H", "H", "C", "C", "C", "N", "C", "C", "C", "C", "C", "C", "H", "H", "H", "H", "H", "H", "H", "H", "H", "H", "H", "H", "H", "H", "H", "H", "H", "H", "H", "H", "C", "C", "C", "N", "C", "C", "C", "C", "C", "C", "H", "H", "H", "H", "H", "H", "H", "H", "H", "H", "H", "H", "H", "H", "H", "H", "H", "H", "H", "H", "C", "F", "F", "F", "S", "O", "O", "O", "C", "F", "F", "F", "S", "O", "O", "O", "C", "F", "F", "F", "S", "O", "O", "O", "C", "F", "F", "F", "S", "O", "O", "O", "C", "F", "F", "F", "S", "O", "O", "O"],
  "xyz": [[0.998696, 1.053391, 0.401103], [-7.284551, -6.935948, 0.774174], [-5.817357, -6.328812, 0.911892], [-5.889356, -4.783838, 0.934785], [-4.487566, -4.088599, 0.997180], [-4.710816, -2.600606, 1.162709], [-3.420589, -1.807479, 1.219957], [-2.490101, -2.068603, -0.010904], [-2.293025, -3.614085, -0.306046], [-3.527033, -4.397415, -0.254778], [-3.617482, -4.767520, 2.186295], [-8.057332, -6.363524, 1.287257], [-7.354710, -7.984524, 1.063435], [-7.621488, -6.751387, -0.245876], [-5.235581, -6.609189, 0.033804], [-5.479912, -6.787407, 1.841355], [-6.356217, -4.476087, 1.870427], [-6.473920, -4.410549, 0.093933], [-5.334637, -2.361206, 0.301526], [-5.266237, -2.477909, 2.092527], [-3.578215, -0.729597, 1.257679], [-2.797021, -1.988027, 2.095555], [-3.084958, -1.610726, -0.801218], [-1.521242, -1.581310, -0.120256], [-1.808734, -3.625872, -1.282479], [-1.599086, -4.001926, 0.439695], [-4.195036, -4.199466, -1.093036], [-3.240759, -5.449151, -0.255564], [-2.687387, -4.240740, 2.399689], [-3.341661, -5.809524, 2.024323], [-4.171706, -4.858765, 3.120424], [8.952035, 2.012281, 3.877828], [8.742367, 0.748410, 3.079539], [7.877012, 0.908348, 1.838961], [7.627370, -0.327970, 0.947290], [6.789939, 0.107009, -0.303491], [6.193128, -1.014765, -1.122947], [5.368936, -2.004185, -0.221420], [6.296675, -2.553308, 0.834226], [6.907032, -1.438891, 1.819364], [8.986297, -0.929568, 0.515690], [10.010104, 2.273312, 3.856658], [8.608249, 2.052248, 4.911422], [8.581851, 2.839906, 3.272775], [8.504026, -0.074459, 3.753469], [9.759945, 0.430809, 2.852035], [8.320801, 1.519628, 1.053156], [6.943686, 1.437587, 2.031092], [5.968755, 0.720471, 0.067235], [7.503464, 0.662414, -0.912188], [5.634735, -0.633554, -1.977916], [6.981107, -1.652549, -1.523470], [4.450491, -1.562112, 0.164770], [4.928311, -2.807822, -0.811439], [5.764267, -3.262907, 1.467572], [7.195716, -2.952165, 0.364402], [6.103622, -0.898771, 2.320266], [7.643063, -1.807995, 2.533589], [9.339118, -1.474148, 1.391507], [9.704971, -0.176479, 0.192487], [8.892939, -1.675084, -0.273989], [-2.071949, 1.481835, -4.214561], [-2.781425, 2.658172, -3.469915], [-3.940782, 2.081590, -2.685548], [-5.011561, 3.188402, -2.310656], [-5.678283, 3.745879, -3.611512], [-6.929642, 4.600046, -3.344600], [-7.960468, 3.896595, -2.460261], [-7.323904, 3.349024, -1.105974], [-6.066967, 2.427793, -1.396359], [-4.275501, 4.341677, -1.597812], [-2.549665, 1.106790, -5.119673], [-1.830164, 0.621585, -3.590369], [-1.102610, 1.857557, -4.542128], [-3.085863, 3.339726, -4.264212], [-2.048017, 3.142292, -2.825063], [-3.556740, 1.804379, -1.703826], [-4.553821, 1.369230, -3.237648], [-5.957776, 2.867082, -4.192618], [-4.973058, 4.298837, -4.231978], [-7.344166, 4.889052, -4.310395], [-6.603043, 5.536414, -2.892225], [-8.463457, 3.156932, -3.083154], [-8.750849, 4.604478, -2.210636], [-8.018400, 2.897654, -0.397427], [-7.005365, 4.191405, -0.491958], [-6.536716, 1.628429, -1.969469], [-5.623062, 1.992663, -0.500979], [-3.375316, 4.652840, -2.127856], [-3.951803, 4.055483, -0.597105], [-4.978198, 5.174858, -1.586321], [1.968252, -0.777034, -3.635467], [1.110387, 0.216340, -3.876617], [1.742973, -1.692238, -4.589284], [3.190845, -0.347762, -3.667700], [1.428308, -1.536990, -1.859781], [1.400453, -0.437850, -0.855205], [0.009011, -2.013505, -2.008246], [2.379299, -2.582595, -1.475313], [4.636428, 3.481186, 1.777954], [3.951500, 4.612856, 1.536370], [5.230474, 3.046485, 0.714614], [5.561336, 3.841690, 2.658655], [3.506502, 2.027974, 2.495520], [2.450601, 1.688013, 1.551764], [4.371323, 0.847401, 2.749742], [3.110827, 2.688594, 3.712789], [-2.182172, 1.928042, 3.038060], [-1.158682, 2.225303, 3.877520], [-2.296457, 0.586096, 3.174047], [-3.260317, 2.545829, 3.555328], [-1.902008, 2.516924, 1.292354], [-3.035842, 1.901290, 0.537807], [-1.845456, 3.954431, 1.372526], [-0.611618, 1.912122, 0.935671], [3.376783, 3.207363, -2.484202], [4.012728, 4.380974, -2.740765], [2.986138, 2.633861, -3.692074], [4.029449, 2.347754, -1.710346], [1.713486, 3.678520, -1.637125], [1.244794, 2.406459, -1.032305], [1.978996, 4.754449, -0.694152], [0.818215, 4.199261, -2.720384], [1.972368, -1.964421, 3.484351], [2.342428, -0.803412, 3.946789], [2.940023, -2.527563, 2.698036], [1.702324, -2.828417, 4.471228], [0.400340, -1.747720, 2.388768], [-0.577035, -1.638470, 3.458130], [0.474442, -0.475025, 1.598432], [0.342134, -3.024206, 1.586708]],
  "forces_ev_per_a": [[0.573, -0.428, -0.293], [0.536, 1.374, -0.832], [-1.919, -0.010, -0.105], [1.473, -0.697, 0.949], [2.219, -2.618, 0.860], [0.760, -0.424, 0.281], [2.271, 0.132, -0.493], [-1.550, -1.066, -0.516], [0.923, 2.845, 1.105], [-2.389, -0.212, -0.284], [-0.907, 0.506, 0.180], [0.322, 0.004, 0.803], [0.138, 0.163, -0.212], [0.142, -0.676, -0.335], [0.129, -0.425, 0.307], [0.722, 0.459, -0.170], [-0.145, 0.164, -0.107], [0.362, 0.181, -0.101], [-0.017, 0.325, 0.002], [-0.190, 0.004, -0.106], [-0.523, -0.009, 0.005], [-0.447, -0.312, 0.484], [0.037, -0.239, -0.786], [-0.065, 0.043, 0.882], [-0.065, -0.547, -0.029], [0.341, 0.114, -0.175], [0.017, -0.008, -0.228], [-0.649, -0.101, 0.292], [-0.300, 0.455, -0.435], [-0.233, 0.182, -1.069], [-0.483, 0.723, -0.136], [0.451, 1.432, -0.734], [1.132, -1.450, 0.327], [0.055, 0.071, -1.474], [0.055, -1.552, 0.679], [0.259, -0.136, 0.615], [-0.232, -1.758, 1.033], [-0.103, 0.897, -0.847], [0.923, 1.468, 1.590], [-1.214, 0.418, -2.237], [-0.832, -0.018, 0.560], [0.184, -0.280, 0.445], [-0.311, -0.117, -0.345], [-0.670, 0.290, 0.480], [-1.027, 0.026, -0.131], [0.041, -0.052, -0.866], [0.674, 0.627, 0.526], [-0.388, -0.700, 0.281], [0.267, 0.244, 0.164], [-0.140, 0.363, 0.153], [-0.082, 0.247, 0.248], [0.268, 0.150, -0.348], [0.206, 0.439, 0.442], [0.425, -0.138, -0.231], [0.343, -0.226, -0.057], [-0.263, -0.797, -0.078], [-0.044, -0.008, 0.122], [-0.139, -0.048, -0.213], [0.304, 0.289, -0.106], [-0.305, 0.204, 0.185], [-0.470, 0.285, -0.032], [0.830, 0.463, 0.193], [0.295, -1.480, -1.120], [-0.734, 2.097, 0.374], [0.422, -0.373, 0.037], [-0.546, -0.690, 0.764], [0.838, -0.123, 0.582], [0.255, -0.051, 0.911], [1.141, 0.603, -0.894], [-1.625, 1.811, -0.814], [-0.893, -0.276, -0.029], [-0.516, 0.198, 0.138], [-0.192, 0.063, 0.280], [0.067, 0.012, -0.006], [-0.104, 0.229, 0.205], [-0.075, -0.014, -0.022], [-0.272, -0.743, -0.057], [0.424, -0.350, 0.193], [-0.015, -0.192, 0.092], [0.307, -0.056, 0.557], [-0.089, -0.177, -0.037], [-0.088, 0.094, 0.143], [0.133, -0.567, 0.329], [0.038, 0.078, 0.122], [-0.183, -0.651, -0.583], [0.255, 0.404, -0.291], [0.781, -0.219, -0.481], [0.530, 0.489, -0.180], [-0.299, -0.313, -0.339], [-0.290, -0.242, 0.001], [0.190, -0.045, 0.315], [-2.664, -0.995, 1.622], [0.294, 0.321, 0.069], [0.595, -0.062, 0.271], [1.001, 0.172, -0.070], [-2.572, -1.425, 1.960], [1.117, -0.356, -1.999], [2.751, 0.866, -0.953], [-0.375, 1.321, -1.321], [-2.472, -0.004, 1.537], [0.005, -1.001, -0.323], [1.075, -0.353, -2.049], [0.608, -0.506, 0.636], [1.565, -0.492, 2.321], [0.621, 0.822, -0.219], [-0.083, 1.634, -1.209], [-0.448, -0.051, -0.539], [1.045, -0.472, 1.817], [-0.291, 0.430, -1.055], [-0.714, 0.911, -0.855], [-0.111, -0.446, -0.495], [-0.105, -0.855, -1.027], [1.253, 1.018, 1.024], [-0.600, -0.705, -0.030], [-1.950, 0.697, 0.624], [-3.474, 1.112, -0.654], [0.261, -1.901, 0.263], [1.567, 0.438, 1.616], [0.633, 0.473, -0.952], [-2.366, 2.580, -0.649], [0.727, 0.831, -1.238], [0.771, -1.468, -0.284], [1.764, -1.966, 1.291], [-1.038, -0.698, -2.378], [0.480, 0.096, 0.483], [-0.118, 0.589, 0.837], [0.271, 0.472, -0.206], [-0.373, -1.428, -0.649], [-0.079, -0.203, -0.553], [0.250, -2.426, 1.584], [0.145, 2.984, 1.484]],
  "mulliken_charge": [3.813, -1.348, -0.123, -0.837, 0.393, -0.842, -0.125, -0.211, -0.649, -0.810, -0.988, 0.365, 0.350, 0.357, 0.260, 0.300, 0.429, 0.355, 0.394, 0.459, 0.211, 0.151, 0.313, -0.079, 0.595, 0.131, 0.385, 0.441, 0.310, 0.357, 0.412, -1.338, -0.268, -0.541, 0.423, -0.319, -0.959, -0.080, -1.076, -0.491, -1.107, 0.362, 0.282, 0.365, 0.387, 0.308, 0.513, 0.089, 0.148, 0.433, 0.397, 0.363, -0.010, 0.384, 0.448, 0.351, 0.332, 0.483, 0.424, 0.294, 0.414, -1.766, 0.124, -0.328, 0.357, -0.612, -0.743, -0.744, -0.756, -0.468, -0.743, 0.441, 0.349, 0.435, 0.071, 0.396, 0.102, 0.391, 0.410, 0.385, 0.449, 0.328, 0.312, 0.391, 0.457, 0.349, 0.373, 0.291, 0.348, 0.146, 0.385, 0.474, -0.177, -0.233, -0.168, 0.761, -0.041, -0.692, -0.704, 0.589, -0.248, -0.200, -0.242, 0.816, -1.605, -0.698, -0.792, 0.433, -0.205, -0.114, -0.233, 0.795, -0.851, -0.713, -1.290, 0.501, -0.215, -0.231, -0.175, 0.935, -0.457, -0.698, -0.718, 0.436, -0.160, -0.222, -0.212, 1.248, -0.761, -0.096, -0.745],
  "charge": 0,
  "mol_weight_g_mol": 1237.53,
  "e_lumo_ha": -0.0099,
  "e_homo_ev": -8.3,
  "fmax_ev_per_a": 3.71,
  "homo_lumo_gap_ha": 0.2937
}